The following is a quantum chemistry calculation of C19H28ClIN4O12P2RuS as an isolated structure, from the OMol25 dataset.

Results
HOMO (alpha / beta) = -11.896 / -11.892 eV
total charge = +1
energy = -103305.9592 eV
spin multiplicity = 6

```
69
Properties=species:S:1:pos:R:3:lowdin_charge:R:1
Ru -0.1270 0.4343 -0.2508 1.73
O 1.5667 2.6696 4.9654 0.14
C 2.2690 1.5602 4.7504 -0.49
O 2.9567 1.0589 5.5952 0.11
C 2.2012 0.9907 3.3713 -0.02
C 2.9246 -0.1002 2.9006 -0.56
Cl 4.0549 -1.0896 3.6763 0.85
N 2.5764 -0.3140 1.6106 -0.04
N 1.6573 0.5808 1.2321 0.03
C 1.4209 1.3567 2.2659 -0.14
C 0.3765 2.3900 2.0299 -0.53
O 0.1140 3.2253 2.8773 0.10
O -0.1880 2.3060 0.8617 -0.17
C 3.0800 -1.2379 0.6458 -0.21
C 4.4376 -1.2982 0.3822 -0.02
C 4.8895 -2.1621 -0.6034 -0.05
C 3.9906 -2.9323 -1.3306 -0.06
C 2.6313 -2.8471 -1.0643 -0.05
C 2.1724 -2.0059 -0.0617 -0.04
H 1.0620 2.9602 4.1691 0.05
H 5.1313 -0.6754 0.9298 0.11
H 5.9488 -2.2231 -0.8091 0.11
H 4.3510 -3.5989 -2.1014 0.11
H 1.9232 -3.4394 -1.6274 0.11
H 1.1147 -1.9855 0.1936 0.07
N -2.0999 1.0870 -3.9747 0.18
C -2.6796 0.4546 -2.7162 -0.49
C -4.1224 0.0366 -2.9212 -0.06
P -2.3901 1.7222 -1.3917 0.30
O -3.5747 2.7473 -1.6412 -0.08
O -2.4304 1.0448 -0.0566 -0.33
O -1.0358 2.2589 -1.7607 -0.34
P -1.5054 -0.9351 -2.3437 0.27
O -1.8515 -1.9947 -3.4824 -0.09
O -1.7071 -1.4472 -0.9550 -0.32
O -0.1533 -0.3118 -2.5416 -0.35
H -2.7283 1.8009 -4.3511 0.17
H -1.9194 0.3926 -4.7049 0.16
H -1.2019 1.5265 -3.6989 0.07
H -4.7587 0.8944 -3.1397 0.09
H -4.4851 -0.4141 -1.9978 0.10
H -4.2181 -0.7011 -3.7184 0.09
H -3.8575 3.2310 -0.8581 0.11
H -2.1771 -2.8366 -3.1527 0.10
C -2.7452 0.7519 3.1941 -0.11
C -2.9534 -0.5678 2.4680 -0.39
S -1.4555 -1.5380 2.4997 1.03
O -0.4404 -0.8132 1.5936 -0.62
C -2.0188 -3.0032 1.6454 -0.40
C -0.9117 -4.0438 1.5665 -0.11
H -3.6894 1.2926 3.2380 0.09
H -2.0319 1.3808 2.6663 0.05
H -2.3995 0.5956 4.2159 0.08
H -3.2182 -0.4312 1.4193 0.07
H -3.7016 -1.1905 2.9633 0.10
H -2.3788 -2.6859 0.6682 0.06
H -2.8576 -3.3582 2.2477 0.10
H -0.0303 -3.6491 1.0648 0.05
H -1.2585 -4.9069 1.0006 0.08
H -0.6159 -4.3857 2.5571 0.08
N 1.5441 3.4108 -1.1874 0.22
C 1.9574 2.3004 -1.7764 -0.65
O 1.6849 1.1597 -1.3722 -0.11
C 2.8262 2.4342 -2.9893 -0.52
I 1.6049 2.5074 -4.7420 0.87
H 0.8428 3.3496 -0.4503 0.09
H 1.7380 4.3043 -1.6068 0.13
H 3.4575 1.5584 -3.0908 0.06
H 3.4116 3.3483 -2.9952 0.05
```